This record from OMol25 describes 3 unconnected molecules or ions with the total composition C13H32O2PS in a non-equilibrium geometry. The level of theory is ωB97M-V/def2-TZVPD.

Structure (ORCA input):
```
! wB97M-V def2-TZVPD RIJCOSX def2/J DEFGRID3
* xyz 1 1
C 1.117 -3.091 -1.353
C 0.428 -2.718 -2.379
C -1.065 -2.786 -2.504
S -1.877 -2.636 -0.885
P -3.942 -3.189 -0.910
C -4.845 -1.603 -0.712
C -4.436 -0.528 -1.764
C -4.376 -4.033 -2.483
C -3.850 -5.471 -2.404
H 0.715 -3.319 -0.383
H 2.183 -3.187 -1.422
H 0.965 -2.347 -3.234
H -1.366 -3.690 -3.020
H -1.391 -1.934 -3.090
H -1.321 -3.561 -0.081
H -5.917 -1.762 -0.669
H -4.536 -1.218 0.254
H -5.237 0.163 -1.988
H -4.095 -1.036 -2.662
H -3.591 0.046 -1.396
H -5.462 -4.068 -2.526
H -3.998 -3.554 -3.383
H -4.233 -6.072 -3.219
H -4.168 -5.959 -1.491
H -2.764 -5.473 -2.424
C 2.637 1.185 1.830
C 2.241 0.233 0.716
C 0.879 0.595 0.139
O 2.214 -1.114 1.205
H 1.918 1.137 2.653
H 3.610 0.909 2.238
H 2.688 2.212 1.480
H 2.992 0.259 -0.075
H 0.106 0.528 0.912
H 0.603 -0.100 -0.658
H 0.877 1.608 -0.265
H 1.556 -1.155 1.910
C 3.056 6.380 3.610
C 3.656 5.076 3.109
C 4.858 5.328 2.211
O 2.666 4.328 2.396
H 2.708 6.990 2.771
H 2.193 6.185 4.247
H 3.785 6.958 4.179
H 3.955 4.461 3.958
H 4.565 5.905 1.330
H 5.274 4.384 1.856
H 5.639 5.875 2.740
H 2.386 4.859 1.639
*
```

E_HOMO ... -0.435 hartree
Lowest unoccupied orbital energy ... -2.939 eV


This record from OMol25 describes a gas-phase ion, C13H33BFN2O3P2 (charge -1) in a non-equilibrium geometry. The level of theory is ωB97M-V/def2-TZVPD.

Structure (ORCA input):
```
! wB97M-V def2-TZVPD RIJCOSX def2/J DEFGRID3
* xyz -1 1
C 1.355 1.223 3.203
C 1.125 1.281 1.890
C 0.829 0.085 1.040
P -0.530 0.110 -0.362
F -1.827 -0.017 -1.570
C -0.290 1.923 -0.928
C -1.598 2.617 -1.352
C -1.624 4.119 -1.018
O -2.915 4.551 -0.582
C 0.678 -0.507 -1.758
C 2.099 0.069 -1.824
C 3.200 -0.980 -2.046
C 3.288 -2.048 -0.945
C 4.212 -1.646 0.224
B -1.062 -1.749 0.134
O -0.091 -2.747 0.350
N -2.472 -2.107 0.289
C -3.075 -2.488 -1.008
C -2.649 -3.166 1.280
P -2.266 0.759 1.153
N -1.961 2.410 1.696
O -1.852 -0.117 2.546
H 1.242 2.100 3.832
H 1.645 0.301 3.698
H 1.239 2.263 1.441
H 0.461 -0.660 1.757
H 1.766 -0.373 0.704
H 0.358 1.965 -1.809
H 0.186 2.564 -0.187
H -2.476 2.189 -0.869
H -1.747 2.508 -2.427
H -1.397 4.728 -1.895
H -0.913 4.343 -0.213
H -3.114 3.997 0.188
H 0.711 -1.601 -1.776
H 0.165 -0.235 -2.684
H 2.384 0.682 -0.962
H 2.166 0.749 -2.682
H 4.176 -0.481 -2.109
H 3.047 -1.460 -3.018
H 2.287 -2.255 -0.562
H 3.645 -2.986 -1.380
H 4.584 -0.626 0.116
H 3.697 -1.727 1.184
H 5.065 -2.325 0.292
H 0.309 -2.731 1.224
H -3.805 -1.732 -1.312
H -2.336 -2.569 -1.807
H -3.614 -3.430 -0.893
H -2.032 -2.979 2.160
H -3.690 -3.168 1.623
H -2.412 -4.168 0.899
H -2.099 2.530 2.692
H -1.061 2.803 1.455
H -1.014 0.210 2.907
*
```

Energy relative to the best compared isomer or geometry (same formula, charge and spin) ... 0.00 kcal/mol
E_HOMO ... -0.101 hartree
Lowest unoccupied orbital energy ... 2.926 eV


This record from OMol25 describes a molecular structure, C13H33ClIN2OP2SSm in a non-equilibrium geometry. The level of theory is ωB97M-V/def2-TZVPD.

Structure (ORCA input):
```
! wB97M-V def2-TZVPD RIJCOSX def2/J DEFGRID3
* xyz 2 6
C 0.009 1.032 -7.969
C 0.018 2.038 -6.960
H 0.011 1.518 -8.970
H -0.906 0.421 -7.831
H 0.917 0.409 -7.834
O 0.024 2.876 -6.158
I -0.022 -0.963 -4.694
Sm -0.003 -0.846 -1.797
P 2.688 -0.067 -1.356
C 3.365 1.166 -0.192
C 3.124 -1.660 -0.522
H 4.200 -1.833 -0.672
H 4.791 -0.475 -2.469
H 2.547 -2.502 -0.942
H 3.407 -0.523 -3.609
H 2.913 1.051 0.804
H 2.896 -1.609 0.552
C 3.848 0.000 -2.752
H 4.461 1.060 -0.125
H 4.019 1.046 -3.031
H 3.117 2.170 -0.566
P -2.721 -0.070 -1.374
C -3.326 1.204 -0.206
C -3.863 0.084 -2.773
H -2.655 -2.494 -0.923
H -4.304 -1.787 -0.765
H -3.078 -1.581 0.540
C -3.237 -1.638 -0.546
H -3.426 -0.416 -3.645
H -4.817 -0.379 -2.511
H -4.414 1.092 -0.065
H -3.103 2.192 -0.634
H -4.003 1.145 -3.008
H -2.807 1.130 0.763
Cl -0.050 -3.274 -1.069
C -0.870 -2.115 5.145
C 0.205 -1.639 4.199
N -0.382 -1.101 2.933
C 0.002 0.058 2.376
S -0.231 0.409 0.710
N 0.603 0.997 3.187
C -0.143 1.593 4.348
C 0.874 2.166 5.314
H -1.630 -1.349 5.315
H -0.429 -2.353 6.115
H -1.361 -3.014 4.758
H 0.818 -0.848 4.631
H 0.866 -2.466 3.912
H -0.774 -1.789 2.289
H 1.010 1.764 2.637
H -0.779 2.390 3.936
H -0.779 0.833 4.813
H 1.338 3.065 4.892
H 0.385 2.438 6.249
H 1.656 1.443 5.549
*
```

Energy relative to the best compared isomer or geometry (same formula, charge and spin) ... 0.00 kcal/mol
<S²> ... 8.764
E_HOMO (alpha / beta) ... -0.516 / -0.516 hartree
Lowest unoccupied orbital energy (alpha / beta) ... -7.075 / -7.073 eV